{
  "formula": "C5H6Cl2",
  "method": "the ωB97M-V functional and the def2-TZVPD basis",
  "homo_lumo_gap_ev": [8.397, 7.155],
  "homo_ev": [-9.7, -8.5],
  "e_above_lowest_kj_mol": 518.0,
  "species": ["C", "C", "C", "C", "C", "Cl", "Cl", "H", "H", "H", "H", "H", "H"],
  "coordinates": [[-1.0517, -1.5187, 1.1261], [2.3180, -0.0403, -1.0307], [-1.0801, -0.3545, 0.5608], [1.5783, 0.5695, -0.1822], [-1.4095, 0.8699, -0.0867], [2.2513, 1.6995, 0.8763], [-3.5600, 0.7135, -0.0576], [-1.9212, -2.1913, 1.0587], [-0.0804, -1.9727, 1.2324], [3.4191, 0.1526, -0.9880], [2.1155, -0.7013, -1.8373], [-1.2792, 1.7746, 0.4338], [-1.3001, 0.9992, -1.1058]],
  "nbo_charge": [-0.50, -0.54, 0.22, 0.01, -0.34, 0.03, -0.30, 0.25, 0.25, 0.22, 0.23, 0.24, 0.24]
}

=====

{
  "formula": "C4H16N2O4S",
  "method": "the ωB97M-V functional and the def2-TZVPD basis",
  "homo_lumo_gap_ev": 6.255,
  "homo_ev": -0.6,
  "e_above_lowest_kj_mol": 0.0,
  "charge": -2,
  "species": ["C", "N", "C", "O", "C", "C", "S", "N", "H", "H", "H", "H", "H", "H", "H", "H", "H", "H", "H", "H", "O", "H", "H", "O", "H", "H", "O"],
  "coordinates": [[0.0279, 0.5346, -0.5961], [-0.2041, 0.4223, 0.8287], [0.6654, 1.1483, 1.8034], [-0.0697, 2.0390, 2.5106], [0.5381, -0.8141, -1.2510], [1.4893, -0.4449, -2.3780], [1.8925, -2.0131, -3.3641], [-0.6208, -1.6233, -1.5339], [-0.7923, 0.9053, -1.2257], [0.9007, 1.2080, -0.7333], [-1.1653, 0.5836, 1.0865], [1.1006, 0.3856, 2.5088], [1.5195, 1.6671, 1.2895], [1.1816, -1.2443, -0.4731], [2.4250, 0.0569, -2.1368], [0.9757, 0.2559, -3.0536], [-0.2715, -2.4107, -2.0917], [-1.2389, -1.1498, -2.1896], [0.9021, 3.2557, 3.0021], [1.5715, 4.5024, 2.2711], [1.2118, 4.2222, 3.1287], [-0.6996, -1.6584, 0.9935], [-1.1078, -2.9713, 0.2955], [-1.1187, -2.5273, 1.1624], [-2.8465, -0.8907, -0.4488], [-2.8144, -1.9510, 0.5868], [-3.4520, -1.4883, 0.0081]],
  "nbo_charge": [-0.21, -0.72, 0.14, -0.95, -0.08, -0.51, -0.79, -0.89, 0.16, 0.17, 0.38, 0.08, 0.08, 0.18, 0.19, 0.16, 0.39, 0.34, 0.52, 0.44, -1.04, 0.51, 0.48, -1.00, 0.47, 0.49, -0.99]
}

=====

{
  "formula": "C2H5N",
  "method": "the ωB97M-V functional and the def2-TZVPD basis",
  "homo_lumo_gap_ev": 9.883,
  "homo_ev": -8.6,
  "e_above_lowest_kj_mol": 246.4,
  "species": ["C", "C", "N", "H", "H", "H", "H", "H"],
  "coordinates": [[-0.8911, -0.1396, 0.4290], [1.0612, 0.2411, -0.0813], [-1.7546, 0.3218, -0.3754], [-0.9221, -0.5250, 1.5090], [0.7707, 1.1600, -0.5254], [1.3160, -0.7010, -0.6150], [1.1813, 0.3601, 0.9437], [-2.7184, 0.0626, -0.2756]],
  "nbo_charge": [0.15, -0.63, -0.67, 0.15, 0.22, 0.23, 0.19, 0.35]
}

=====

{
  "formula": "C30H54As2GeIrN2O2S",
  "method": "the ωB97M-V functional and the def2-TZVPD basis",
  "homo_lumo_gap_ev": [4.904, 5.563],
  "spin_multiplicity": 2,
  "homo_ev": [-12.8, -12.8],
  "e_above_lowest_kj_mol": 218.3,
  "charge": 2,
  "species": ["Ir", "C", "As", "C", "C", "C", "C", "C", "C", "C", "As", "C", "C", "H", "H", "H", "H", "H", "H", "H", "H", "H", "H", "H", "H", "H", "H", "H", "H", "C", "C", "N", "C", "C", "N", "C", "C", "H", "H", "H", "H", "H", "H", "H", "H", "H", "H", "H", "H", "C", "Ge", "C", "C", "C", "H", "H", "H", "H", "H", "H", "H", "H", "H", "H", "H", "C", "C", "C", "O", "H", "H", "H", "H", "H", "H", "H", "C", "S", "O", "C", "C", "C", "C", "C", "C", "H", "H", "H", "H", "H", "H", "H", "H"],
  "coordinates": [[-0.1307, -0.0842, -0.3795], [-1.0414, 2.3802, 2.9192], [-1.1703, 1.8630, 1.0150], [-3.1353, 1.9172, 0.8589], [-0.7492, 3.5303, 0.1021], [-0.5950, 4.7152, 0.8150], [-0.3834, 5.9158, 0.1588], [-0.3220, 5.9428, -1.2239], [-0.4705, 4.7667, -1.9401], [-0.6742, 3.5570, -1.2886], [-0.8714, 1.9300, -2.3557], [-2.6286, 2.2550, -3.1960], [0.2449, 2.2910, -3.9225], [-1.8926, 3.0202, 3.1600], [-0.1168, 2.9205, 3.1175], [-1.0715, 1.5093, 3.5732], [-3.4856, 2.9482, 0.9429], [-3.5904, 1.3302, 1.6602], [-3.4530, 1.5091, -0.1022], [-0.6461, 4.7146, 1.8949], [-0.2760, 6.8271, 0.7270], [-0.1618, 6.8726, -1.7469], [-0.4349, 4.7891, -3.0228], [-2.6403, 3.2537, -3.6312], [-3.4432, 2.1723, -2.4813], [-2.7835, 1.5232, -3.9888], [-0.2086, 3.0521, -4.5586], [0.3525, 1.3796, -4.5112], [1.2282, 2.6163, -3.5923], [-1.2315, -1.2675, 2.5925], [-1.7855, -2.2974, 3.6324], [-1.9798, -3.5471, 2.9531], [-2.9432, -3.4066, 1.8977], [-2.3672, -2.3992, 0.8416], [-1.0780, -1.9200, 1.3056], [-0.1589, -3.0384, 1.4159], [-0.7374, -4.0647, 2.4488], [-0.2629, -0.8830, 2.9152], [-1.9329, -0.4350, 2.4723], [-2.7372, -1.9548, 4.0405], [-1.0851, -2.4339, 4.4579], [-3.8871, -3.0467, 2.3101], [-3.1174, -4.3802, 1.4402], [-3.0432, -1.5531, 0.7098], [-2.2334, -2.8958, -0.1190], [0.8125, -2.6648, 1.7341], [-0.0558, -3.5111, 0.4396], [-0.0439, -4.2194, 3.2761], [-0.9272, -5.0273, 1.9740], [-1.5937, -2.0988, -4.8626], [-1.8629, -2.7090, -2.9884], [-3.7920, -2.4962, -2.5271], [-1.3744, -4.6323, -2.8102], [-0.5517, -1.5727, -2.0140], [-2.2424, -2.6350, -5.5477], [-0.5642, -2.2674, -5.1671], [-1.8079, -1.0351, -4.9415], [-4.3621, -2.9649, -3.3236], [-4.0772, -1.4509, -2.4787], [-4.0689, -2.9830, -1.5972], [-1.9677, -5.1921, -3.5261], [-1.5734, -5.0409, -1.8239], [-0.3284, -4.7928, -3.0488], [-0.1776, -0.8995, -2.7884], [0.2699, -2.2097, -1.6578], [3.7390, 1.3763, -2.3436], [2.7676, 0.2802, -1.8579], [2.6145, -0.7554, -2.9867], [1.5926, 0.8393, -1.4417], [4.7212, 0.9422, -2.4952], [3.8143, 2.1856, -1.6224], [3.3914, 1.7865, -3.2879], [3.2389, -0.2418, -1.0016], [2.0352, -0.3222, -3.7990], [2.1218, -1.6593, -2.6418], [3.6011, -1.0193, -3.3537], [3.0360, 1.9123, 1.2153], [1.8775, 0.9253, 2.2146], [1.4779, -0.2529, 1.3633], [3.1030, 0.2415, 3.3533], [3.1818, 0.7970, 4.6197], [4.0979, 0.2837, 5.5227], [4.9124, -0.7751, 5.1509], [4.8280, -1.3154, 3.8768], [3.9176, -0.8069, 2.9666], [3.9152, 1.3203, 0.9864], [3.3030, 2.7915, 1.7922], [2.5164, 2.1903, 0.3023], [2.5362, 1.6209, 4.8858], [4.1594, 0.7022, 6.5144], [5.6237, -1.1722, 5.8582], [5.4641, -2.1391, 3.5963], [3.8336, -1.2228, 1.9736]],
  "lowdin_charge": [1.02, -0.26, 1.10, -0.24, -0.41, -0.09, -0.04, -0.04, -0.09, -0.40, 1.24, -0.23, -0.22, 0.05, 0.02, 0.03, 0.05, 0.04, 0.01, 0.10, 0.12, 0.12, 0.10, 0.05, 0.02, 0.03, 0.05, 0.04, 0.03, -0.18, -0.12, -0.18, -0.12, -0.15, -0.21, -0.13, -0.12, 0.09, 0.08, 0.13, 0.13, 0.13, 0.13, 0.12, 0.07, 0.11, 0.11, 0.13, 0.13, -0.20, 0.80, -0.21, -0.20, -0.34, 0.03, 0.02, 0.00, 0.03, 0.01, 0.01, 0.03, 0.01, 0.02, -0.07, -0.01, -0.03, -0.57, -0.04, -0.38, 0.09, 0.07, 0.07, 0.13, 0.07, 0.06, 0.09, -0.19, 0.93, -0.65, -0.39, -0.08, -0.05, -0.04, -0.05, -0.07, 0.07, 0.07, 0.03, 0.11, 0.12, 0.12, 0.12, 0.11]
}

=====

{
  "formula": "C31H33N5O7PdSi",
  "method": "the ωB97M-V functional and the def2-TZVPD basis",
  "homo_lumo_gap_ev": [6.311, 5.859],
  "spin_multiplicity": 5,
  "homo_ev": [-6.5, -8.7],
  "e_above_lowest_kj_mol": 35.3,
  "species": ["Pd", "C", "N", "C", "C", "C", "C", "C", "C", "C", "N", "C", "C", "C", "C", "C", "C", "N", "C", "C", "H", "H", "H", "H", "H", "H", "H", "H", "H", "H", "H", "H", "H", "H", "H", "H", "H", "H", "H", "H", "O", "C", "O", "C", "C", "C", "C", "C", "C", "O", "N", "O", "O", "N", "O", "O", "H", "H", "C", "Si", "C", "C", "C", "C", "C", "C", "C", "H", "H", "H", "H", "H", "H", "H", "H", "H", "H", "H"],
  "coordinates": [[-0.2893, 0.2273, 0.1878], [-3.5486, 0.9892, 0.9137], [-2.3784, 1.5814, 0.2680], [-2.6511, 1.8173, -1.1609], [-1.8595, 2.7381, 0.9270], [-2.6060, 3.5164, 1.7922], [-2.0480, 4.6346, 2.4007], [-0.7236, 4.9790, 2.1621], [0.0407, 4.2182, 1.3056], [-0.5092, 3.0905, 0.6667], [0.2289, 2.2229, -0.0839], [1.3750, 2.5635, -0.7439], [1.6092, 3.8510, -1.2627], [2.7861, 4.1399, -1.9187], [3.7542, 3.1549, -2.0762], [3.5139, 1.8659, -1.6175], [2.3285, 1.5516, -0.9792], [2.0387, 0.2131, -0.5215], [2.3067, -0.7846, -1.5588], [2.7744, -0.0907, 0.7206], [-4.4146, 1.6600, 0.8789], [-3.3151, 0.7377, 1.9482], [-3.8232, 0.0823, 0.3802], [-3.5496, 2.4351, -1.2768], [-2.8042, 0.8630, -1.6624], [-1.8110, 2.3249, -1.6300], [-3.6336, 3.2642, 2.0079], [-2.6492, 5.2305, 3.0742], [-0.2785, 5.8275, 2.6639], [1.0907, 4.4387, 1.1769], [0.8380, 4.6043, -1.1729], [2.9521, 5.1323, -2.3158], [4.6893, 3.3803, -2.5708], [4.2654, 1.1022, -1.7669], [3.3783, -0.8910, -1.7630], [1.7951, -0.5086, -2.4799], [1.9228, -1.7431, -1.2309], [3.8554, -0.1293, 0.5351], [2.4398, -1.0495, 1.1098], [2.5580, 0.6657, 1.4705], [0.7030, -1.0441, 4.1529], [0.0990, -0.7417, 3.1400], [0.3375, 0.2604, 2.3603], [-1.1461, -1.5128, 2.6837], [-2.2785, -1.7008, 3.4496], [-3.4325, -2.1957, 2.8265], [-3.5339, -2.3157, 1.4555], [-2.4090, -2.0313, 0.6745], [-1.1674, -1.8434, 1.3344], [0.0241, -2.1269, 0.6885], [-2.4960, -1.7324, -0.6688], [-3.5299, -1.9909, -1.3381], [-1.5055, -1.0587, -1.2283], [-4.5978, -2.5166, 3.6436], [-5.5483, -3.0494, 3.0985], [-4.5597, -2.2293, 4.8265], [-2.2757, -1.4884, 4.5083], [-4.4715, -2.5752, 0.9870], [-0.8683, -4.8803, 1.0315], [0.4565, -3.7342, 0.3644], [2.1092, -3.9285, 1.2355], [0.6270, -3.9997, -1.4888], [1.8620, -4.3220, -2.0593], [1.9989, -4.5157, -3.4252], [0.8926, -4.3905, -4.2535], [-0.3478, -4.0974, -3.7051], [-0.4792, -3.9159, -2.3372], [-0.5166, -5.9133, 0.9877], [-1.7823, -4.8194, 0.4385], [-1.1243, -4.6528, 2.0692], [2.3322, -4.9869, 1.3923], [2.0905, -3.4412, 2.2125], [2.9354, -3.5017, 0.6627], [2.7349, -4.4265, -1.4227], [2.9672, -4.7662, -3.8409], [0.9963, -4.5301, -5.3223], [-1.2197, -4.0070, -4.3402], [-1.4641, -3.7088, -1.9382]],
  "lowdin_charge": [1.19, -0.05, -0.21, -0.05, -0.18, 0.00, -0.05, -0.06, 0.00, -0.21, 0.05, -0.20, -0.01, -0.07, -0.05, -0.01, -0.18, -0.23, -0.05, -0.05, 0.10, 0.11, 0.08, 0.10, 0.08, 0.09, 0.11, 0.11, 0.11, 0.12, 0.12, 0.11, 0.11, 0.12, 0.09, 0.11, 0.05, 0.10, 0.07, 0.09, 0.07, -0.60, -0.11, -0.07, 0.06, -0.14, 0.06, -0.18, -0.29, -0.19, -0.37, -0.02, -0.19, -0.35, 0.07, 0.08, 0.13, 0.13, -0.12, 0.55, -0.14, -0.24, -0.12, -0.09, -0.09, -0.07, -0.08, 0.04, 0.04, 0.05, 0.04, 0.04, 0.02, 0.09, 0.10, 0.10, 0.11, 0.09]
}

=====

Please write out number 2 again, unchanged.
{
  "formula": "C4H16N2O4S",
  "method": "the ωB97M-V functional and the def2-TZVPD basis",
  "homo_lumo_gap_ev": 6.255,
  "homo_ev": -0.6,
  "e_above_lowest_kj_mol": 0.0,
  "charge": -2,
  "species": ["C", "N", "C", "O", "C", "C", "S", "N", "H", "H", "H", "H", "H", "H", "H", "H", "H", "H", "H", "H", "O", "H", "H", "O", "H", "H", "O"],
  "coordinates": [[0.0279, 0.5346, -0.5961], [-0.2041, 0.4223, 0.8287], [0.6654, 1.1483, 1.8034], [-0.0697, 2.0390, 2.5106], [0.5381, -0.8141, -1.2510], [1.4893, -0.4449, -2.3780], [1.8925, -2.0131, -3.3641], [-0.6208, -1.6233, -1.5339], [-0.7923, 0.9053, -1.2257], [0.9007, 1.2080, -0.7333], [-1.1653, 0.5836, 1.0865], [1.1006, 0.3856, 2.5088], [1.5195, 1.6671, 1.2895], [1.1816, -1.2443, -0.4731], [2.4250, 0.0569, -2.1368], [0.9757, 0.2559, -3.0536], [-0.2715, -2.4107, -2.0917], [-1.2389, -1.1498, -2.1896], [0.9021, 3.2557, 3.0021], [1.5715, 4.5024, 2.2711], [1.2118, 4.2222, 3.1287], [-0.6996, -1.6584, 0.9935], [-1.1078, -2.9713, 0.2955], [-1.1187, -2.5273, 1.1624], [-2.8465, -0.8907, -0.4488], [-2.8144, -1.9510, 0.5868], [-3.4520, -1.4883, 0.0081]],
  "nbo_charge": [-0.21, -0.72, 0.14, -0.95, -0.08, -0.51, -0.79, -0.89, 0.16, 0.17, 0.38, 0.08, 0.08, 0.18, 0.19, 0.16, 0.39, 0.34, 0.52, 0.44, -1.04, 0.51, 0.48, -1.00, 0.47, 0.49, -0.99]
}